1.
{
  "formula": "C38H99N5O14",
  "method": "ωB97M-V with the def2-TZVPD basis set",
  "e_lumo_ev": 0.4,
  "charge": 0,
  "e_tot_ha": -2833.991145,
  "de_lowest_kj_mol": 161.90,
  "gap_ha": 0.325,
  "max_force_ev_per_a": 2.35,
  "smiles": "COCCNCCOC.COCCNCCOC.COCCNCCOC.COCCNCCOC.COCCNCCOC.CCO.CCO.CCO.CCO",
  "elements": ["C", "O", "C", "C", "N", "C", "C", "O", "C", "H", "H", "H", "H", "H", "H", "H", "H", "H", "H", "H", "H", "H", "H", "H", "C", "O", "C", "C", "N", "C", "C", "O", "C", "H", "H", "H", "H", "H", "H", "H", "H", "H", "H", "H", "H", "H", "H", "H", "C", "O", "C", "C", "N", "C", "C", "O", "C", "H", "H", "H", "H", "H", "H", "H", "H", "H", "H", "H", "H", "H", "H", "H", "C", "O", "C", "C", "N", "C", "C", "O", "C", "H", "H", "H", "H", "H", "H", "H", "H", "H", "H", "H", "H", "H", "H", "H", "C", "O", "C", "C", "N", "C", "C", "O", "C", "H", "H", "H", "H", "H", "H", "H", "H", "H", "H", "H", "H", "H", "H", "H", "C", "C", "O", "H", "H", "H", "H", "H", "H", "C", "C", "O", "H", "H", "H", "H", "H", "H", "C", "C", "O", "H", "H", "H", "H", "H", "H", "C", "C", "O", "H", "H", "H", "H", "H", "H"],
  "coordinates": [[-3.545, -1.225, -0.647], [-4.254, -0.035, -1.121], [-3.402, 1.134, -1.163], [-4.147, 2.258, -1.715], [-4.205, 2.310, -3.163], [-5.065, 3.397, -3.654], [-5.047, 3.468, -5.135], [-6.014, 4.401, -5.622], [-5.751, 4.715, -7.010], [-4.274, -2.034, -0.620], [-3.134, -1.033, 0.345], [-2.859, -1.625, -1.393], [-2.544, 0.893, -1.791], [-3.148, 1.412, -0.140], [-3.752, 3.210, -1.360], [-5.130, 2.210, -1.248], [-4.564, 1.404, -3.427], [-4.778, 4.350, -3.209], [-6.097, 3.286, -3.324], [-5.271, 2.471, -5.516], [-4.033, 3.632, -5.500], [-5.948, 3.878, -7.680], [-4.732, 5.070, -7.157], [-6.398, 5.530, -7.335], [1.694, 2.452, -0.842], [2.947, 3.001, -1.233], [3.355, 4.073, -0.402], [4.649, 4.683, -0.923], [4.550, 5.196, -2.257], [5.783, 5.938, -2.729], [5.734, 6.122, -4.252], [5.549, 4.925, -4.986], [6.580, 3.946, -4.917], [1.802, 2.157, 0.202], [1.478, 1.531, -1.385], [0.940, 3.238, -0.877], [3.603, 3.714, 0.597], [2.591, 4.844, -0.297], [5.315, 3.820, -0.937], [5.040, 5.400, -0.202], [4.410, 4.432, -2.902], [6.713, 5.444, -2.445], [5.852, 6.956, -2.345], [6.614, 6.686, -4.560], [4.879, 6.757, -4.484], [6.217, 3.062, -5.441], [6.760, 3.708, -3.869], [7.513, 4.211, -5.415], [5.118, 1.046, 8.984], [4.476, 0.473, 7.798], [4.246, -0.944, 7.752], [3.357, -1.347, 6.580], [3.967, -0.978, 5.362], [3.014, -1.047, 4.218], [3.704, -0.603, 2.938], [4.032, 0.746, 2.905], [4.738, 1.229, 1.752], [4.576, 0.831, 9.905], [5.215, 2.119, 8.818], [6.115, 0.645, 9.167], [3.766, -1.297, 8.664], [5.125, -1.589, 7.769], [2.412, -0.806, 6.622], [3.124, -2.411, 6.611], [4.351, -0.062, 5.549], [2.038, -0.599, 4.402], [2.701, -2.088, 4.144], [2.990, -0.818, 2.143], [4.626, -1.170, 2.813], [5.710, 0.744, 1.664], [4.895, 2.302, 1.863], [4.269, 1.096, 0.777], [-5.459, 0.567, 2.810], [-4.460, -0.307, 3.319], [-3.143, 0.081, 2.973], [-2.357, 0.498, 4.242], [-2.540, 1.936, 4.555], [-2.187, 2.220, 5.960], [-2.332, 3.661, 6.349], [-3.700, 3.982, 6.507], [-3.976, 5.360, 6.890], [-5.285, 0.804, 1.761], [-5.566, 1.507, 3.352], [-6.404, 0.029, 2.897], [-3.093, 0.889, 2.243], [-2.655, -0.809, 2.577], [-1.307, 0.286, 4.040], [-2.779, -0.206, 4.959], [-3.460, 2.245, 4.275], [-1.137, 1.987, 6.135], [-2.804, 1.655, 6.659], [-1.763, 4.290, 5.665], [-1.920, 3.857, 7.338], [-4.980, 5.428, 7.309], [-3.935, 6.058, 6.053], [-3.252, 5.698, 7.632], [-6.497, -4.576, -3.907], [-5.180, -4.644, -4.482], [-5.207, -4.942, -5.871], [-3.746, -5.245, -6.385], [-2.912, -4.052, -6.331], [-1.492, -4.439, -6.381], [-0.557, -3.239, -6.030], [-0.469, -2.943, -4.683], [0.346, -1.807, -4.324], [-6.935, -3.660, -4.305], [-6.408, -4.473, -2.825], [-7.054, -5.491, -4.105], [-5.629, -4.154, -6.496], [-5.836, -5.776, -6.181], [-3.700, -5.702, -7.373], [-3.383, -5.977, -5.663], [-3.082, -3.585, -5.451], [-1.152, -4.856, -7.329], [-1.339, -5.180, -5.597], [-0.887, -2.299, -6.472], [0.446, -3.420, -6.416], [-0.159, -0.962, -4.792], [1.398, -1.943, -4.574], [0.262, -1.830, -3.238], [1.097, -5.613, -2.997], [0.793, -4.861, -1.674], [1.975, -4.721, -0.955], [0.281, -5.865, -3.675], [1.441, -6.628, -2.796], [1.790, -5.065, -3.635], [0.057, -5.326, -1.019], [0.457, -3.868, -1.973], [2.453, -4.022, -1.406], [-1.275, -3.043, 5.296], [0.234, -3.421, 5.330], [0.553, -3.944, 4.070], [-1.800, -3.921, 4.919], [-1.571, -2.155, 4.738], [-1.625, -2.968, 6.326], [0.507, -3.945, 6.245], [0.916, -2.576, 5.433], [0.123, -4.788, 3.912], [0.177, -0.636, 0.310], [0.199, -1.927, 1.094], [0.332, -1.704, 2.504], [-0.249, -0.744, -0.687], [1.103, -0.062, 0.265], [-0.476, 0.021, 0.885], [0.967, -2.618, 0.746], [-0.713, -2.509, 0.955], [0.450, -2.547, 2.947], [4.407, -1.788, -1.177], [4.791, -2.956, -1.981], [3.637, -3.328, -2.678], [5.239, -1.424, -0.575], [3.667, -2.024, -0.413], [4.149, -0.981, -1.863], [5.182, -3.754, -1.351], [5.678, -2.676, -2.550], [3.677, -2.975, -3.570]]
}

=====

2.
{
  "formula": "C39H100BN6O7",
  "method": "ωB97M-V with the def2-TZVPD basis set",
  "e_lumo_ev": 2.0,
  "charge": -1,
  "e_tot_ha": -2425.918857,
  "gap_ha": 0.230,
  "max_force_ev_per_a": 0.98,
  "elements": ["C", "C", "C", "C", "C", "C", "C", "C", "C", "C", "C", "C", "B", "O", "C", "C", "C", "H", "H", "H", "H", "H", "H", "H", "H", "H", "H", "H", "H", "H", "H", "H", "H", "H", "H", "H", "H", "H", "H", "H", "H", "H", "H", "H", "H", "H", "H", "H", "H", "H", "H", "C", "C", "C", "O", "C", "N", "H", "H", "H", "H", "H", "H", "H", "H", "H", "H", "H", "C", "C", "C", "O", "C", "N", "H", "H", "H", "H", "H", "H", "H", "H", "H", "H", "H", "C", "C", "C", "O", "C", "N", "H", "H", "H", "H", "H", "H", "H", "H", "H", "H", "H", "C", "C", "C", "O", "C", "N", "H", "H", "H", "H", "H", "H", "H", "H", "H", "H", "H", "C", "C", "C", "O", "C", "N", "H", "H", "H", "H", "H", "H", "H", "H", "H", "H", "H", "C", "C", "C", "O", "C", "N", "H", "H", "H", "H", "H", "H", "H", "H", "H", "H", "H"],
  "coordinates": [[1.344, 1.672, -1.020], [1.078, 3.128, -0.666], [0.743, 4.017, -1.875], [-0.432, 4.963, -1.599], [-1.880, 4.436, -1.825], [-2.093, 2.936, -2.019], [-3.609, 2.626, -1.930], [-3.974, 1.694, -0.780], [-3.411, 0.262, -0.874], [-3.511, -0.304, -2.269], [-3.614, -1.818, -2.343], [-2.388, -2.592, -1.839], [-0.926, -1.941, -2.206], [-0.655, -1.874, -3.681], [-0.029, -2.994, -4.220], [1.484, -3.090, -3.960], [1.894, -4.188, -2.965], [0.542, 1.199, -1.571], [2.265, 1.556, -1.586], [1.463, 1.115, -0.096], [0.297, 3.166, 0.085], [1.986, 3.493, -0.193], [0.604, 3.427, -2.771], [1.599, 4.664, -2.036], [-0.311, 5.845, -2.222], [-0.370, 5.296, -0.569], [-2.340, 4.936, -2.673], [-2.464, 4.693, -0.946], [-1.683, 2.576, -2.955], [-1.618, 2.376, -1.225], [-3.997, 2.276, -2.877], [-4.117, 3.570, -1.736], [-5.060, 1.591, -0.759], [-3.689, 2.157, 0.165], [-4.002, -0.336, -0.184], [-2.389, 0.231, -0.506], [-4.435, 0.094, -2.700], [-2.714, 0.078, -2.895], [-3.870, -2.097, -3.363], [-4.478, -2.104, -1.734], [-2.443, -3.581, -2.309], [-2.439, -2.790, -0.770], [-0.069, -2.632, -1.646], [-0.853, -0.825, -1.699], [-0.536, -3.919, -3.926], [-0.163, -2.931, -5.308], [1.885, -2.134, -3.647], [1.972, -3.346, -4.903], [2.873, -4.594, -3.203], [1.896, -3.775, -1.965], [1.142, -4.971, -2.967], [8.669, -4.570, -3.230], [7.455, -5.489, -3.347], [6.213, -4.817, -3.950], [5.524, -3.944, -3.085], [6.079, -2.651, -2.941], [7.181, -6.084, -2.035], [8.592, -3.901, -2.375], [9.573, -5.163, -3.090], [8.797, -3.965, -4.130], [7.729, -6.301, -4.028], [5.493, -5.605, -4.189], [6.453, -4.308, -4.895], [6.519, -2.296, -3.878], [6.829, -2.624, -2.146], [5.269, -1.979, -2.659], [6.458, -6.793, -2.125], [6.752, -5.367, -1.456], [1.667, 1.797, -6.984], [0.767, 1.159, -5.927], [-0.686, 1.655, -5.955], [-0.883, 2.955, -5.417], [-0.546, 4.024, -6.272], [1.374, 1.339, -4.607], [1.982, 2.802, -6.703], [2.574, 1.203, -7.107], [1.165, 1.852, -7.953], [0.737, 0.086, -6.132], [-1.275, 0.988, -5.322], [-1.113, 1.595, -6.967], [-0.780, 3.794, -7.317], [0.511, 4.291, -6.184], [-1.135, 4.890, -5.965], [0.833, 0.803, -3.927], [1.227, 2.310, -4.339], [-0.745, 1.546, 2.532], [0.187, 0.446, 3.034], [0.158, 0.242, 4.555], [0.835, 1.232, 5.312], [0.122, 2.436, 5.504], [1.537, 0.705, 2.528], [-0.326, 2.541, 2.688], [-0.907, 1.433, 1.459], [-1.718, 1.499, 3.027], [-0.156, -0.493, 2.589], [0.679, -0.692, 4.779], [-0.872, 0.129, 4.920], [-0.951, 2.259, 5.621], [0.297, 3.136, 4.683], [0.502, 2.898, 6.416], [2.135, -0.089, 2.739], [1.934, 1.469, 3.070], [2.922, -6.631, 0.503], [2.691, -7.344, -0.825], [1.295, -7.962, -0.974], [1.082, -9.158, -0.240], [0.796, -8.978, 1.133], [3.758, -8.334, -1.032], [3.128, -7.331, 1.314], [3.785, -5.970, 0.424], [2.059, -6.024, 0.780], [2.781, -6.590, -1.612], [1.165, -8.244, -2.022], [0.512, -7.229, -0.743], [0.195, -8.080, 1.303], [1.711, -8.927, 1.729], [0.228, -9.847, 1.467], [3.674, -8.717, -1.969], [3.566, -9.125, -0.422], [1.242, 3.925, 10.935], [1.029, 3.285, 9.566], [-0.351, 2.641, 9.377], [-0.533, 1.403, 10.037], [-0.822, 1.487, 11.418], [2.119, 2.339, 9.307], [1.462, 3.184, 11.702], [2.090, 4.608, 10.899], [0.363, 4.493, 11.248], [1.102, 4.084, 8.821], [-0.473, 2.415, 8.317], [-1.159, 3.336, 9.647], [-1.446, 2.355, 11.646], [0.092, 1.522, 12.017], [-1.366, 0.584, 11.694], [2.057, 2.006, 8.348], [1.947, 1.510, 9.870], [-7.653, 4.634, -0.091], [-7.839, 5.501, 1.151], [-6.542, 6.129, 1.682], [-5.682, 5.244, 2.367], [-4.890, 4.413, 1.533], [-8.535, 4.720, 2.180], [-7.254, 3.651, 0.151], [-8.613, 4.476, -0.582], [-6.980, 5.108, -0.809], [-8.493, 6.334, 0.871], [-6.815, 6.890, 2.419], [-5.997, 6.644, 0.879], [-4.578, 4.930, 0.621], [-5.417, 3.493, 1.276], [-3.998, 4.135, 2.096], [-8.771, 5.328, 2.959], [-7.865, 4.061, 2.570]]
}

=====

3.
{
  "formula": "C39H103N5O15",
  "method": "ωB97M-V with the def2-TZVPD basis set",
  "e_lumo_ev": 0.5,
  "charge": 0,
  "e_tot_ha": -2949.755178,
  "de_lowest_kj_mol": 0.00,
  "gap_ha": 0.322,
  "max_force_ev_per_a": 2.28,
  "smiles": "COCCNCCOC.COCCNCCOC.COCCNCCOC.COCCNCCOC.COCCNCCOC.CC(C)O.CC(C)O.CO.CO.CO",
  "elements": ["C", "O", "C", "C", "N", "C", "C", "O", "C", "H", "H", "H", "H", "H", "H", "H", "H", "H", "H", "H", "H", "H", "H", "H", "C", "O", "C", "C", "N", "C", "C", "O", "C", "H", "H", "H", "H", "H", "H", "H", "H", "H", "H", "H", "H", "H", "H", "H", "C", "O", "C", "C", "N", "C", "C", "O", "C", "H", "H", "H", "H", "H", "H", "H", "H", "H", "H", "H", "H", "H", "H", "H", "C", "O", "C", "C", "N", "C", "C", "O", "C", "H", "H", "H", "H", "H", "H", "H", "H", "H", "H", "H", "H", "H", "H", "H", "C", "O", "C", "C", "N", "C", "C", "O", "C", "H", "H", "H", "H", "H", "H", "H", "H", "H", "H", "H", "H", "H", "H", "H", "C", "C", "C", "O", "H", "H", "H", "H", "H", "H", "H", "H", "C", "C", "C", "O", "H", "H", "H", "H", "H", "H", "H", "H", "C", "O", "H", "H", "H", "H", "C", "O", "H", "H", "H", "H", "C", "O", "H", "H", "H", "H"],
  "coordinates": [[2.037, -2.826, 4.245], [1.599, -2.131, 3.067], [1.416, -3.065, 2.000], [0.053, -2.877, 1.333], [-1.036, -3.069, 2.262], [-2.365, -2.977, 1.640], [-3.477, -2.785, 2.680], [-4.063, -3.987, 3.130], [-3.186, -4.956, 3.701], [1.221, -3.465, 4.578], [2.299, -2.085, 4.996], [2.918, -3.424, 3.998], [1.479, -4.118, 2.285], [2.192, -2.931, 1.239], [-0.033, -3.607, 0.527], [0.091, -1.869, 0.906], [-1.000, -2.521, 3.111], [-2.599, -3.961, 1.209], [-2.350, -2.322, 0.763], [-4.284, -2.190, 2.256], [-3.059, -2.241, 3.539], [-2.278, -5.190, 3.148], [-3.805, -5.851, 3.742], [-2.917, -4.607, 4.699], [4.402, -1.129, -1.291], [4.222, -1.401, -2.691], [5.443, -1.686, -3.353], [6.429, -0.529, -3.500], [7.232, -0.607, -4.723], [7.861, -1.885, -5.070], [8.883, -1.685, -6.168], [10.172, -1.426, -5.669], [11.132, -1.528, -6.701], [3.367, -1.160, -0.958], [4.782, -0.113, -1.141], [5.085, -1.803, -0.771], [5.128, -2.187, -4.273], [6.000, -2.497, -2.854], [7.026, -0.469, -2.589], [5.861, 0.388, -3.670], [6.803, -0.106, -5.481], [7.108, -2.603, -5.407], [8.395, -2.200, -4.173], [8.558, -0.985, -6.950], [8.880, -2.627, -6.743], [11.986, -0.927, -6.393], [10.734, -1.175, -7.654], [11.523, -2.534, -6.887], [-1.248, 1.909, -6.613], [-0.089, 1.927, -5.804], [0.871, 0.930, -6.100], [1.812, 0.847, -4.917], [2.689, 2.027, -4.867], [3.473, 2.029, -3.632], [2.688, 2.741, -2.518], [2.996, 4.135, -2.604], [2.452, 4.832, -1.512], [-1.971, 1.193, -6.203], [-0.982, 1.578, -7.622], [-1.692, 2.902, -6.623], [1.430, 1.180, -7.010], [0.403, -0.036, -6.324], [2.381, -0.073, -5.051], [1.189, 0.844, -4.014], [2.023, 2.793, -4.835], [4.429, 2.549, -3.699], [3.640, 1.002, -3.301], [3.099, 2.355, -1.575], [1.611, 2.568, -2.531], [3.119, 4.810, -0.644], [1.423, 4.533, -1.276], [2.310, 5.884, -1.788], [-3.628, 0.708, -0.859], [-4.973, 0.334, -0.736], [-5.385, -0.017, 0.555], [-6.856, 0.340, 0.693], [-7.075, 1.745, 0.336], [-8.492, 2.065, 0.462], [-8.770, 3.402, -0.192], [-8.735, 3.188, -1.595], [-8.921, 4.334, -2.398], [-3.006, -0.198, -0.815], [-3.180, 1.334, -0.077], [-3.476, 1.232, -1.799], [-4.847, 0.537, 1.335], [-5.234, -1.067, 0.832], [-7.296, 0.051, 1.647], [-7.406, -0.276, -0.040], [-6.785, 1.899, -0.620], [-8.889, 2.014, 1.478], [-9.099, 1.326, -0.088], [-8.089, 4.192, 0.137], [-9.804, 3.702, 0.031], [-9.703, 5.032, -2.078], [-9.154, 3.998, -3.404], [-7.969, 4.880, -2.355], [-0.949, 0.248, 4.264], [-1.438, -0.964, 4.782], [-1.879, -0.796, 6.108], [-2.130, -2.114, 6.812], [-1.019, -3.049, 6.691], [-1.296, -4.321, 7.364], [-0.552, -5.459, 6.717], [-0.619, -5.385, 5.297], [0.352, -6.227, 4.689], [-1.746, 1.001, 4.290], [-0.621, 0.089, 3.238], [-0.101, 0.673, 4.812], [-2.827, -0.250, 6.162], [-1.113, -0.254, 6.671], [-3.059, -2.579, 6.439], [-2.288, -1.989, 7.887], [-0.897, -3.259, 5.704], [-2.381, -4.499, 7.317], [-1.049, -4.216, 8.422], [-0.968, -6.422, 7.037], [0.494, -5.550, 7.034], [1.258, -5.634, 4.534], [-0.034, -6.484, 3.704], [0.594, -7.122, 5.262], [4.128, 0.614, 2.974], [2.812, 1.054, 2.347], [3.076, 2.297, 1.464], [2.306, 0.025, 1.525], [4.491, 1.338, 3.712], [4.945, 0.512, 2.250], [4.151, -0.366, 3.463], [2.091, 1.250, 3.148], [4.091, 2.256, 1.075], [2.929, 3.233, 2.000], [2.343, 2.208, 0.663], [2.099, -0.775, 2.068], [-0.805, 4.250, 1.610], [-2.060, 4.777, 2.305], [-3.283, 3.893, 2.015], [-1.808, 4.752, 3.699], [-0.665, 3.258, 2.045], [0.069, 4.896, 1.663], [-0.985, 4.075, 0.545], [-2.327, 5.767, 1.918], [-3.527, 3.879, 0.949], [-4.083, 4.365, 2.589], [-3.149, 2.831, 2.230], [-2.631, 4.689, 4.190], [-1.605, 3.080, -3.300], [-1.976, 3.596, -1.990], [-0.553, 2.796, -3.282], [-2.275, 2.261, -3.558], [-1.690, 3.911, -4.003], [-2.317, 4.466, -2.197], [-1.386, -0.772, -4.082], [-1.548, -1.253, -2.758], [-2.171, -0.888, -4.833], [-0.967, 0.236, -4.109], [-0.615, -1.389, -4.582], [-0.907, -0.689, -2.304], [-0.088, 1.225, -0.322], [0.387, -0.045, -0.683], [0.418, 2.056, -0.829], [-1.153, 1.317, -0.542], [0.044, 1.418, 0.749], [1.309, -0.129, -0.401]]
}